No. 1
# C9H14O

A 2-piece molecular cluster, C9H14O overall (the ωB97M-V functional and the def2-TZVPD basis, the Open Molecules 2025 dataset).

Values from the calculation:
- Energy above the lowest of the compared OMol25 structures with the same formula, charge and spin: 184.2 kJ/mol
- ⟨S²⟩: 0.758
- Maximum force: 3.50 eV Å⁻¹
- HOMO level (spin up / spin down): 1.33 / -3.34 eV
- LUMO level (spin up / spin down): 3.45 / 3.34 eV
- Net charge: -1
- Spin multiplicity: 2
- Total energy: -426.45418 hartree

Last columns: bonded neighbours and bond lengths (Å).
Element x y z (Å)
1 C 3.904 0.771 2.086  C7 1.485, H14 1.020, H15 1.043, H16 1.076
2 C 0.583 0.229 -0.483  C3 1.352, C4 1.359, O8 1.326
3 C 1.789 -0.168 -0.948  C2 1.352, C5 1.366, H10 1.121
4 C 0.393 0.800 0.736  C2 1.359, C6 1.418, H11 1.022
5 C 2.832 -0.036 -0.077  C3 1.366, C7 1.399, H12 1.032
6 C 1.519 0.903 1.594  C4 1.418, C7 1.343, H13 1.103
7 C 2.732 0.461 1.227  C1 1.485, C5 1.399, C6 1.343
8 O -0.549 0.304 -1.168  C2 1.326, H9 0.909
9 H -0.467 0.023 -2.028  O8 0.909
10 H 2.027 -0.619 -1.946  C3 1.121
11 H -0.495 1.204 1.039  C4 1.022
12 H 3.744 -0.403 -0.389  C5 1.032
13 H 1.495 1.489 2.527  C6 1.103
14 H 4.089 1.762 2.243  C1 1.020
15 H 4.849 0.391 1.865  C1 1.043
16 H 3.669 0.597 3.122  C1 1.076
17 C -3.560 -1.549 -1.496  C18 1.550, H19 1.086, H20 1.086, H21 1.019
18 C -4.405 -0.409 -0.873  C17 1.550, H22 1.036, H23 1.118, H24 1.191
19 H -2.700 -1.209 -2.065  C17 1.086
20 H -3.352 -2.247 -0.691  C17 1.086
21 H -4.243 -1.983 -2.116  C17 1.019
22 H -4.618 0.297 -1.600  C18 1.036
23 H -5.443 -0.698 -0.577  C18 1.118
24 H -3.793 0.092 0.019  C18 1.191

No. 2
# C9H14O

A 2-piece molecular cluster, C9H14O overall (the ωB97M-V functional and the def2-TZVPD basis, the Open Molecules 2025 dataset).

Values from the calculation:
- Energy above the lowest of the compared OMol25 structures with the same formula, charge and spin: 261.3 kJ/mol
- Maximum force: 5.47 eV Å⁻¹
- HOMO level: -8.22 eV
- LUMO level: 0.73 eV
- Net charge: 0
- Spin multiplicity: 1
- Total energy: -426.47325 hartree
- SMILES: Cc1ccc(O)cc1.CC

Last columns: bonded neighbours and bond lengths (Å).
Element x y z (Å)
1 C 0.375 2.159 -2.013  C2 1.460, H9 1.194, H10 1.125, H11 1.122
2 C 0.475 1.088 -1.025  C1 1.460, C3 1.479, C8 1.323
3 C 1.509 0.043 -1.193  C2 1.479, C4 1.356, H12 1.090
4 C 1.657 -0.864 -0.196  C3 1.356, C5 1.366, H13 1.113
5 C 0.929 -0.687 0.946  C4 1.366, O6 1.354, C7 1.421
6 O 1.110 -1.447 2.052  C5 1.354, H14 1.068
7 C 0.187 0.473 1.296  C5 1.421, C8 1.426, H15 1.091
8 C -0.102 1.272 0.151  C2 1.323, C7 1.426, H16 1.152
9 H 0.381 1.597 -3.066  C1 1.194
10 H 1.255 2.858 -1.967  C1 1.125
11 H -0.539 2.801 -1.910  C1 1.122
12 H 2.164 0.076 -2.063  C3 1.090
13 H 2.288 -1.776 -0.280  C4 1.113
14 H 0.216 -1.491 2.634  O6 1.068
15 H -0.180 0.613 2.314  C7 1.091
16 H -0.803 2.175 0.294  C8 1.152
17 C -2.008 -1.076 -0.599  C18 1.541, H19 1.155, H20 1.051, H21 1.148
18 C -2.883 -0.722 0.620  C17 1.541, H22 1.040, H23 1.148, H24 1.082
19 H -1.209 -0.489 -1.192  C17 1.155
20 H -1.320 -1.749 -0.176  C17 1.051
21 H -2.607 -1.577 -1.441  C17 1.148
22 H -2.468 0.065 1.159  C18 1.040
23 H -3.701 -0.039 0.194  C18 1.148
24 H -3.198 -1.600 1.166  C18 1.082

No. 3
# C9H14O

A 2-piece molecular cluster, C9H14O overall (the ωB97M-V functional and the def2-TZVPD basis, the Open Molecules 2025 dataset).

Values from the calculation:
- Energy above the lowest of the compared OMol25 structures with the same formula, charge and spin: 40.5 kJ/mol
- Maximum force: 1.21 eV Å⁻¹
- HOMO level: -8.42 eV
- LUMO level: 0.88 eV
- Net charge: 0
- Spin multiplicity: 1
- Total energy: -426.55738 hartree
- SMILES: Cc1ccc(O)cc1.CC

Last columns: bonded neighbours and bond lengths (Å).
Element x y z (Å)
1 C -1.239 1.756 -2.290  C2 1.514, H9 1.092, H10 1.093, H11 1.088
2 C -0.493 0.624 -1.617  C1 1.514, C3 1.388, C8 1.386
3 C -0.993 0.105 -0.430  C2 1.388, C4 1.394, H12 1.088
4 C -0.401 -0.952 0.260  C3 1.394, C5 1.391, H13 1.081
5 C 0.754 -1.489 -0.297  C4 1.391, O6 1.371, C7 1.386
6 O 1.302 -2.668 0.138  C5 1.371, H14 0.965
7 C 1.378 -0.888 -1.379  C5 1.386, C8 1.390, H15 1.080
8 C 0.753 0.173 -2.024  C2 1.386, C7 1.390, H16 1.086
9 H -0.723 2.143 -3.172  C1 1.092
10 H -1.360 2.574 -1.575  C1 1.093
11 H -2.187 1.375 -2.664  C1 1.088
12 H -1.796 0.582 0.126  C3 1.088
13 H -0.914 -1.392 1.104  C4 1.081
14 H 0.666 -3.121 0.706  O6 0.965
15 H 2.218 -1.432 -1.787  C7 1.080
16 H 1.172 0.542 -2.956  C8 1.086
17 C -0.169 0.731 3.614  C18 1.510, H19 1.088, H20 1.089, H21 1.088
18 C -0.557 1.770 2.590  C17 1.510, H22 1.096, H23 1.087, H24 1.086
19 H -0.601 0.941 4.591  C17 1.088
20 H -0.544 -0.254 3.339  C17 1.089
21 H 0.899 0.668 3.810  C17 1.088
22 H -1.649 1.862 2.566  C18 1.096
23 H -0.258 2.798 2.783  C18 1.087
24 H -0.291 1.530 1.564  C18 1.086